(1)
Formula: C4H8O2
Source: OMol25
Level of theory: wB97M-V/def2-TZVPD

Each atom is followed by the atoms it is bonded to, with distances in Å.
CARTESIAN COORDINATES (ANGSTROEM)
1 O 1.8558 0.9618 0.5789  C2 1.410, H7 0.967
2 C 1.6542 -0.2596 -0.0954  O1 1.410, C3 1.525, H8 1.104, H9 1.093
3 C 0.2720 -0.8495 0.1626  C2 1.525, C4 1.501, H10 1.097, H11 1.095
4 C -0.8082 -0.0622 -0.5211  C3 1.501, C5 1.469, O6 1.427, H12 1.091
5 C -2.1343 0.1431 0.0766  C4 1.469, O6 1.687, H13 1.221, H14 1.100
6 O -0.9457 1.3142 -0.1723  C4 1.427, C5 1.687
7 H 1.1020 1.5347 0.3803  O1 0.967
8 H 1.8129 -0.1512 -1.1826  C2 1.104
9 H 2.4213 -0.9444 0.2754  C2 1.093
10 H 0.2244 -1.8791 -0.2136  C3 1.097
11 H 0.0760 -0.8781 1.2400  C3 1.095
12 H -0.7653 -0.0711 -1.6109  C4 1.091
13 H -1.7144 0.9785 0.8612  C5 1.221
14 H -2.9248 0.2927 -0.6741  C5 1.100

The gap between HOMO and LUMO is 10.90 eV. As for the net charge: 0. The value obtained for the relative energy (zero: lowest compared OMol25 entry of this formula, charge and spin) is 469.89 kJ/mol.


(2)
Formula: C4H12
Source: OMol25
Level of theory: wB97M-V/def2-TZVPD

Each atom is followed by the atoms it is bonded to, with distances in Å.
CARTESIAN COORDINATES (ANGSTROEM)
1 C -2.0167 -1.0909 0.1406  C2 1.546, H3 1.086, H4 1.085, H5 1.088
2 C -1.4556 -0.7740 1.5460  C1 1.546, H6 1.086, H7 1.093, H8 1.090
3 H -1.2550 -1.2118 -0.6241  C1 1.086
4 H -2.6418 -1.9761 0.1899  C1 1.085
5 H -2.6357 -0.2531 -0.1734  C1 1.088
6 H -2.3429 -0.7447 2.1712  C2 1.086
7 H -0.9696 0.2051 1.5414  C2 1.093
8 H -0.7127 -1.4944 1.8876  C2 1.090
9 C 1.7639 0.1973 -1.0828  C10 1.534, H11 1.088, H12 1.089, H13 1.089
10 C 1.7114 1.6459 -0.5806  C9 1.534, H14 1.091, H15 1.084, H16 1.091
11 H 0.9981 -0.4498 -0.6603  C9 1.088
12 H 1.7286 0.1536 -2.1707  C9 1.089
13 H 2.7097 -0.2492 -0.7794  C9 1.089
14 H 2.6825 2.1119 -0.7547  C10 1.091
15 H 1.4643 1.6953 0.4742  C10 1.084
16 H 0.9716 2.2348 -1.1250  C10 1.091

The gap between HOMO and LUMO is 12.99 eV. As for the net charge: 0. The value obtained for the relative energy (zero: lowest compared OMol25 entry of this formula, charge and spin) is 10.64 kJ/mol.